This record from the Open Molecules 2025 dataset describes a molecular structure, C24H26BiN4Si in a non-equilibrium geometry. The level of theory is the ωB97M-V functional and the def2-TZVPD basis.

Values from the calculation:
Kohn-Sham gap (spin up / spin down) = 6.25 / 5.57 eV
E_tot = -1652.80225 Eh
net charge = +1
energy relative to the best compared isomer or geometry (same formula, charge and spin) = 81.87 kcal per mole

Each line ends with the Mulliken charge.
Atoms and positions in Å:
C 0.325 1.842 -0.228  -1.4747
C -0.637 2.451 -1.073  -0.2072
C -1.902 2.258 -0.510  -1.1999
H -0.461 2.945 -2.001  0.7620
C -1.746 1.598 0.740  -0.3950
C -0.350 1.347 0.889  0.4438
H 0.103 0.980 1.792  0.5133
H 1.369 1.758 -0.457  0.4887
H -2.820 2.578 -0.958  0.5000
H -2.530 1.365 1.478  0.4070
Bi -1.921 -1.511 0.416  0.9180
C -1.562 -2.187 -1.819  -1.3130
H -2.662 -2.067 -1.955  0.4909
H -0.818 -2.672 -1.163  0.1300
H -0.948 -2.107 -2.780  0.3628
Si 0.767 0.243 -3.162  0.8168
C 1.946 -1.019 -3.969  0.7910
C 2.947 -0.155 -4.497  -0.7176
H 2.792 0.922 -4.591  0.1886
C 4.175 -0.601 -4.950  -0.7534
H 5.019 0.091 -5.038  0.3555
C 4.313 -1.966 -5.270  -0.3804
H 5.256 -2.343 -5.714  0.3412
C 3.279 -2.862 -4.901  -0.4696
H 3.372 -3.921 -5.216  0.3362
C 2.136 -2.420 -4.185  -0.2705
H 1.438 -3.212 -3.869  0.3171
C -0.869 0.799 -4.012  0.0832
C -0.588 1.472 -5.198  -0.5660
H 0.332 1.308 -5.741  0.3966
C -1.507 2.351 -5.752  -0.6842
H -1.213 3.030 -6.544  0.4015
C -2.839 2.396 -5.319  -0.5038
H -3.628 2.962 -5.834  0.3564
C -3.174 1.602 -4.200  -0.5219
H -4.215 1.575 -3.857  0.3645
C -2.192 0.869 -3.521  0.2423
H -2.445 0.274 -2.635  0.3569
H 0.233 0.077 -1.767  -0.0609
H 1.631 1.360 -3.121  -0.3187
N -0.431 -2.014 4.564  -0.1189
C -0.958 -0.750 4.874  -0.6699
C -1.498 -0.250 3.717  -0.4612
N -1.351 -1.216 2.736  -0.0281
C -0.666 -2.255 3.246  0.2393
C -0.200 -3.306 2.325  0.2962
N -0.365 -3.113 1.004  -0.3192
C -0.098 -4.304 0.336  -0.0023
C 0.193 -5.242 1.271  -0.7496
N 0.203 -4.594 2.530  -0.0506
H 0.105 -2.660 5.160  0.2277
H -0.917 -0.315 5.852  0.4213
H -1.928 0.673 3.458  0.5363
H -0.118 -4.342 -0.740  0.5641
H 0.330 -6.291 1.188  0.4043
H 0.455 -4.916 3.445  0.1830

This record from the Open Molecules 2025 dataset describes a molecular structure, C18H30ClCrN4O4S in a non-equilibrium geometry. The level of theory is the ωB97M-V functional and the def2-TZVPD basis.

Values from the calculation:
Kohn-Sham gap (spin up / spin down) = 7.49 / 7.69 eV
⟨S²⟩ = 6.013
E_tot = -3126.60738 Eh
2S+1 = 5
net charge = +1
energy relative to the best compared isomer or geometry (same formula, charge and spin) = 1.44 kcal per mole

Each line ends with the Mulliken charge.
Atoms and positions in Å:
Cr -1.547 0.157 -1.172  -0.0052
C -3.290 -2.369 3.067  -0.9116
O -2.591 -1.276 2.487  -0.2611
C -2.507 -1.131 1.166  0.8295
O -1.854 -0.191 0.724  -0.1940
N -3.075 -2.065 0.348  -0.0652
N -2.972 -1.866 -1.036  -0.5655
H -3.138 -2.273 4.139  0.2428
H -2.880 -3.324 2.734  0.3839
H -4.360 -2.316 2.859  0.3703
H -3.716 -2.766 0.702  0.2345
H -3.877 -1.686 -1.469  0.2704
H -2.544 -2.671 -1.492  0.2827
Cl -4.477 3.185 -6.976  -0.2045
C -3.577 2.344 -5.770  0.1503
C -2.548 1.472 -6.170  -0.4997
C -1.810 0.806 -5.230  -0.7072
C -2.058 0.953 -3.841  0.7177
O -1.330 0.349 -2.974  -0.3964
C -3.147 1.812 -3.450  0.5814
C -3.538 1.958 -2.102  0.0062
O -3.091 1.319 -1.116  -0.6622
C -3.868 2.517 -4.444  -0.9248
H -2.350 1.334 -7.224  0.4289
H -1.009 0.149 -5.532  0.4441
H -4.341 2.678 -1.896  0.3652
H -4.673 3.171 -4.142  0.4201
C 4.301 -2.289 -0.067  -1.1411
C 4.137 -2.020 1.422  0.2424
C 3.032 -2.848 2.079  -0.9014
C 1.631 -2.515 1.567  -0.9513
N 1.338 -1.108 1.722  -0.0184
C 0.927 -0.292 0.760  0.3604
S 0.605 -0.871 -0.822  -0.3241
N 0.785 1.014 0.990  0.2862
C 0.761 1.664 2.287  -1.1114
C 2.135 1.926 2.923  -0.3004
C 2.889 3.129 2.355  -0.6119
C 3.326 2.956 0.906  -0.9119
H 5.174 -1.759 -0.439  0.3892
H 3.436 -1.952 -0.632  0.2323
H 4.446 -3.351 -0.252  0.3213
H 3.939 -0.957 1.576  -0.2521
H 5.074 -2.253 1.930  0.4187
H 3.064 -2.691 3.160  0.3639
H 3.214 -3.908 1.894  0.3914
H 0.891 -3.100 2.123  0.2419
H 1.540 -2.751 0.508  0.6198
H 1.534 -0.713 2.631  0.2592
H 0.471 1.546 0.183  0.2649
H 0.159 1.049 2.967  0.3070
H 0.246 2.615 2.157  0.5638
H 2.771 1.045 2.834  0.1129
H 1.959 2.106 3.986  0.3781
H 3.777 3.279 2.974  0.3570
H 2.272 4.025 2.452  0.3183
H 3.831 2.002 0.770  0.1683
H 4.020 3.748 0.638  0.3849
H 2.480 3.004 0.225  0.2112

This record from the Open Molecules 2025 dataset describes a gas-phase ion, C3H9N2OS (charge +1) in a non-equilibrium geometry. The level of theory is the ωB97M-V functional and the def2-TZVPD basis.

Values from the calculation:
Kohn-Sham gap (spin up / spin down) = 7.67 / 7.80 eV
E_tot = -702.23194 Eh
net charge = +1
energy relative to the best compared isomer or geometry (same formula, charge and spin) = 120.76 kcal per mole

Each line ends with the Mulliken charge.
Atoms and positions in Å:
C 0.112 0.723 1.031  -0.6099
C -1.063 0.831 0.026  -0.3786
C -0.590 -1.410 -0.638  -0.6740
N 0.936 -0.393 0.553  -0.1484
N -1.602 -0.571 0.023  -0.1406
O 2.725 0.822 -0.908  -0.4860
S 2.410 -0.428 0.117  0.2367
H 0.865 1.491 0.952  0.4023
H -0.099 0.586 2.035  0.3351
H -1.781 1.581 0.350  0.3486
H -0.791 1.246 -0.911  0.3174
H -0.525 -1.405 -1.766  0.3174
H -0.225 -2.283 -0.166  0.3488
H -1.639 -1.046 0.956  0.3895
H -2.438 -0.765 -0.589  0.3736
H 3.704 1.022 -1.064  0.3683

This record from the Open Molecules 2025 dataset describes 2 unconnected molecules or ions with the total composition C10H17N2Si in a non-equilibrium geometry. The level of theory is the ωB97M-V functional and the def2-TZVPD basis.

Values from the calculation:
Kohn-Sham gap = 8.63 eV
E_tot = -789.90091 Eh
net charge = +1
energy relative to the best compared isomer or geometry (same formula, charge and spin) = 62.07 kcal per mole

Each line ends with the Mulliken charge.
Atoms and positions in Å:
C -4.318 0.818 -0.263  -0.4454
C -4.081 -0.479 -0.667  -0.8480
C -3.293 1.620 0.292  -0.9197
C -2.881 -1.072 -0.213  -0.2526
C -2.038 1.012 0.549  -0.1301
C -1.885 -0.372 0.357  1.2685
C -0.660 -0.956 0.691  0.0451
C 3.122 -1.466 -0.382  -1.2311
C 3.525 1.198 0.749  -1.2357
C 1.400 1.145 -1.543  -1.2036
N -0.276 -2.140 0.773  -0.2140
N 1.022 0.053 1.254  -0.5089
Si 2.142 0.187 -0.044  0.6159
H -5.243 1.173 -0.432  0.5096
H -4.709 -1.073 -1.216  0.4899
H -3.550 2.585 0.609  0.4538
H -2.700 -2.165 -0.379  0.2060
H -1.315 1.678 0.987  0.2346
H 2.837 -2.190 0.386  0.3625
H 2.618 -1.998 -1.191  0.4036
H 4.242 -1.489 -0.571  0.3161
H 4.371 1.182 0.220  0.4330
H 3.195 2.138 1.120  0.3638
H 3.816 0.696 1.716  0.3102
H 1.567 0.665 -2.569  0.3326
H 0.388 1.312 -1.572  0.4157
H 1.979 2.037 -1.515  0.3795
H -0.660 -2.901 0.219  0.2953
H 0.802 -2.149 0.927  0.2322
H 0.583 0.952 1.708  0.3214

This record from the Open Molecules 2025 dataset describes 2 unconnected molecules or ions with the total composition C4H12N3O in a non-equilibrium geometry. The level of theory is the ωB97M-V functional and the def2-TZVPD basis.

Values from the calculation:
Kohn-Sham gap (spin up / spin down) = 10.32 / 5.87 eV
⟨S²⟩ = 0.755
E_tot = -398.42582 Eh
2S+1 = 2
net charge = +2
energy relative to the best compared isomer or geometry (same formula, charge and spin) = 10.45 kcal per mole

Each line ends with the Mulliken charge.
Atoms and positions in Å:
C 2.364 1.343 1.435  -0.7676
N 0.916 1.442 1.186  -0.1483
C 0.394 1.756 0.037  0.1247
N -0.889 1.939 -0.214  -0.3340
H 2.559 0.427 1.985  0.3008
H 2.682 2.178 2.050  0.3410
H 2.911 1.334 0.495  0.3210
H 0.300 1.311 1.982  0.2623
H 1.110 1.973 -0.751  0.3570
H -1.602 1.713 0.469  0.2602
H -1.211 2.023 -1.166  0.2712
C -1.646 -2.000 -1.696  -0.8783
C -0.723 -1.642 -0.541  0.6929
N 0.563 -1.282 -0.743  -0.3573
O -1.148 -1.734 0.619  -0.1234
H -1.063 -2.165 -2.600  0.3932
H -2.317 -1.144 -1.808  0.3149
H -2.187 -2.914 -1.450  0.3686
H 0.814 -1.326 -1.726  0.2854
H 1.215 -1.826 -0.175  0.3157

This record from the Open Molecules 2025 dataset describes a molecular structure, C50H49FeN6O3PS4 in a non-equilibrium geometry. The level of theory is the ωB97M-V functional and the def2-TZVPD basis.

Values from the calculation:
Kohn-Sham gap (spin up / spin down) = 7.20 / 7.37 eV
⟨S²⟩ = 0.820
E_tot = -5686.48053 Eh
2S+1 = 2
net charge = +1
energy relative to the best compared isomer or geometry (same formula, charge and spin) = 0.00 kcal per mole

Each line ends with the Mulliken charge.
Atoms and positions in Å:
Fe -0.214 2.297 -0.285  0.1865
N -1.863 2.888 0.910  0.1528
C -3.084 2.842 0.102  -0.8775
C -2.732 2.119 -1.192  0.7784
O -3.515 1.442 -1.807  -0.6263
O -1.492 2.381 -1.575  -0.5625
H -1.816 2.084 1.528  -0.2989
H -1.773 3.725 1.472  0.2647
H -3.375 3.858 -0.171  0.4669
H -3.927 2.366 0.602  0.3150
N -0.640 0.536 0.346  0.8992
S -1.178 -0.730 0.856  0.6408
N -1.453 -1.983 -0.031  -0.1165
S -0.302 -3.006 -0.617  1.6080
N 1.061 -2.639 -0.967  -0.6661
S 1.341 -0.101 -1.522  2.9965
N 1.289 1.620 -1.431  -0.7505
C 0.300 -0.438 -2.954  0.6255
C -1.057 -0.195 -2.844  0.8877
C -1.893 -0.482 -3.913  -1.0053
C -1.382 -1.062 -5.060  -0.7177
C -0.029 -1.362 -5.139  -1.1477
C 0.822 -1.053 -4.090  -0.6220
C 2.951 -0.299 -2.294  -0.3787
C 3.413 0.644 -3.203  -0.4020
C 4.686 0.499 -3.728  -0.9436
C 5.479 -0.577 -3.345  -0.5989
C 5.001 -1.513 -2.441  -0.8287
C 3.727 -1.379 -1.904  -0.1846
C -1.271 -3.725 -1.952  0.2322
C -2.531 -3.306 -2.339  0.2231
C -3.147 -3.913 -3.425  -0.8378
C -2.505 -4.932 -4.112  -0.5370
C -1.237 -5.346 -3.719  -0.7596
C -0.616 -4.739 -2.642  -0.8177
C -0.400 -4.341 0.595  0.2941
C -1.607 -4.912 0.971  -0.7761
C -1.612 -5.904 1.938  -0.7094
C -0.416 -6.312 2.522  -0.4935
C 0.784 -5.736 2.133  -0.7909
C 0.794 -4.744 1.160  -0.1925
C -0.225 -1.293 2.262  0.2028
C -0.688 -2.322 3.071  -0.4173
C 0.101 -2.756 4.123  -1.1774
C 1.344 -2.175 4.346  -0.8068
C 1.797 -1.150 3.527  -0.8746
C 1.002 -0.692 2.484  -0.0569
C -2.804 -0.472 1.566  0.4474
C -2.884 0.179 2.793  -0.4794
C -4.125 0.526 3.305  -0.8483
C -5.277 0.232 2.585  -0.8669
C -5.186 -0.410 1.359  -0.7461
C -3.947 -0.771 0.845  -0.4177
H -1.467 0.213 -1.944  -0.7331
H -2.945 -0.252 -3.819  0.5735
H -2.036 -1.297 -5.890  0.4254
H 0.372 -1.841 -6.023  0.4527
H 1.866 -1.312 -4.160  0.6392
H 2.781 1.476 -3.486  0.5237
H 5.058 1.223 -4.440  0.4363
H 6.473 -0.686 -3.760  0.4165
H 5.617 -2.353 -2.151  0.4376
H 3.317 -2.107 -1.215  0.4940
H -3.018 -2.503 -1.806  0.3125
H -4.129 -3.583 -3.735  0.4686
H -2.989 -5.402 -4.958  0.4099
H -0.733 -6.139 -4.256  0.4387
H 0.380 -5.038 -2.337  0.4385
H -2.533 -4.582 0.514  0.3770
H -2.545 -6.363 2.237  0.4350
H -0.424 -7.089 3.275  0.4007
H 1.713 -6.059 2.584  0.4508
H 1.710 -4.269 0.827  0.4240
H -1.652 -2.777 2.880  0.6811
H -0.248 -3.557 4.760  0.4835
H 1.962 -2.527 5.162  0.4610
H 2.769 -0.704 3.703  0.5243
H 1.316 0.119 1.835  0.1461
H -1.980 0.389 3.355  0.5531
H -4.195 1.014 4.269  0.4862
H -6.247 0.499 2.985  0.3986
H -6.081 -0.630 0.793  0.4773
H -3.868 -1.260 -0.114  0.2027
S 4.207 3.744 0.092  -0.2093
C 4.456 2.089 0.411  -0.6584
C 3.419 1.312 -0.004  -1.3179
C 2.390 2.063 -0.660  0.8321
C 2.666 3.419 -0.607  0.6841
C 1.717 4.466 -0.896  1.0829
C 2.103 5.797 -1.078  -1.0456
C 1.145 6.762 -1.297  -0.5728
C -0.191 6.386 -1.360  -1.0253
C -0.503 5.055 -1.187  -0.2973
N 0.415 4.112 -0.939  0.9744
H 5.367 1.756 0.882  0.4864
H 3.407 0.243 0.143  0.5250
H 3.152 6.058 -1.067  0.4883
H 1.434 7.795 -1.439  0.4451
H -0.978 7.102 -1.550  0.4961
H -1.517 4.697 -1.273  0.3475
C 0.385 5.098 3.017  -1.3023
P 0.988 3.400 2.933  1.1397
C 0.248 2.520 4.316  -0.9497
C 2.745 3.478 3.273  -1.1664
O 0.637 2.749 1.629  -1.2427
H 0.881 5.654 3.814  0.4953
H -0.689 5.119 3.204  0.3466
H 0.592 5.592 2.065  0.2423
H 0.544 2.954 5.271  0.5478
H 0.557 1.475 4.281  0.1617
H -0.840 2.563 4.231  0.2941
H 2.914 3.813 4.297  0.5307
H 3.232 4.166 2.585  0.3065
H 3.183 2.489 3.132  0.2373

This record from the Open Molecules 2025 dataset describes a single C4H6N2OS2 molecule in a non-equilibrium geometry. The level of theory is the ωB97M-V functional and the def2-TZVPD basis.

Values from the calculation:
Kohn-Sham gap (spin up / spin down) = 5.08 / 5.45 eV
E_tot = -1136.93667 Eh
net charge = 0
energy relative to the best compared isomer or geometry (same formula, charge and spin) = 122.24 kcal per mole
structure (SMILES) = CCSC(=O)/N=N\C=S

Each line ends with the Mulliken charge.
Atoms and positions in Å:
C -1.016 1.015 1.922  -1.1605
C -0.783 0.730 0.471  -0.2991
S 1.200 0.663 0.285  -0.1455
C 1.609 0.627 -1.598  0.5328
O 1.761 1.729 -1.921  -0.3434
N 1.586 -0.526 -2.229  -0.5692
N 0.768 -1.348 -1.838  0.3910
C 0.328 -2.286 -1.101  -0.1665
S 0.721 -2.659 0.574  -0.1885
H -0.822 2.081 2.097  0.2945
H -1.962 0.783 2.385  0.3566
H -0.367 0.438 2.473  0.3362
H -1.045 1.650 -0.144  0.3316
H -1.326 -0.108 -0.014  0.3292
H -0.652 -2.787 -1.361  0.3008

This record from the Open Molecules 2025 dataset describes 2 unconnected molecules or ions with the total composition C16H32BrFN5O3P in a non-equilibrium geometry. The level of theory is the ωB97M-V functional and the def2-TZVPD basis.

Values from the calculation:
Kohn-Sham gap = 1.44 eV
E_tot = -4143.15655 Eh
net charge = 0

Each line ends with the Mulliken charge.
Atoms and positions in Å:
C 5.218 4.377 -0.465  -0.8559
C 5.685 4.538 -2.043  0.0230
Br 7.462 5.534 -2.011  -0.1564
C 5.768 3.107 -2.859  -0.8310
N 4.801 2.076 -2.298  0.4225
N 3.430 2.068 -2.626  -0.4116
C 2.884 0.914 -1.811  0.2957
N 1.556 0.568 -1.799  -0.1344
P 0.783 -0.723 -0.854  0.2350
O 1.908 -1.840 -0.143  -0.4291
O -0.051 0.069 0.476  -0.5468
N 3.976 0.242 -1.010  -0.3404
C 5.250 0.985 -1.343  0.1612
C 6.804 0.810 -0.851  -0.2886
C 7.140 -0.605 -0.095  -0.3413
F 6.016 -1.148 0.730  -0.2858
H 4.066 4.495 -0.289  0.2483
H 5.579 3.384 0.038  0.1239
H 5.748 5.267 0.125  0.3802
H 4.893 5.219 -2.572  0.3609
H 6.892 2.777 -2.850  0.3032
H 5.500 3.351 -3.991  0.3121
H 2.919 2.707 -3.273  0.2544
H 0.913 1.165 -2.401  0.2672
H 1.905 -1.623 0.854  0.3314
H 0.615 0.790 0.761  0.3428
H 7.545 0.974 -1.762  0.2898
H 7.044 1.692 -0.090  0.2479
H 8.070 -0.482 0.642  0.2673
H 7.455 -1.387 -0.941  0.2594
C -6.516 -3.138 1.866  -1.6937
C -6.047 -1.902 1.068  1.3626
C -5.803 -0.716 2.038  -1.2419
C -4.578 -0.849 2.936  -0.6428
C -3.466 -1.701 2.335  -1.3474
C -3.495 -1.813 0.789  1.6717
N -4.813 -2.338 0.389  0.4990
O -4.943 -2.501 -0.982  -0.8096
C -2.404 -2.850 0.408  -1.7451
C -3.105 -0.455 0.161  -1.3967
C -7.230 -1.465 0.156  -1.7148
H -6.733 -3.980 1.201  0.3936
H -7.431 -2.925 2.432  0.3606
H -5.762 -3.476 2.583  0.3315
H -5.702 0.211 1.459  0.3330
H -6.687 -0.557 2.675  0.5394
H -4.196 0.154 3.160  0.3017
H -4.871 -1.280 3.901  0.3409
H -2.497 -1.314 2.677  0.4443
H -3.542 -2.707 2.767  0.3720
H -2.656 -3.846 0.791  0.4318
H -1.431 -2.572 0.832  0.3072
H -2.271 -2.931 -0.678  0.3727
H -2.111 -0.144 0.506  0.2637
H -3.799 0.351 0.418  0.2626
H -3.057 -0.510 -0.931  0.3998
H -8.114 -1.214 0.757  0.3832
H -7.538 -2.259 -0.532  0.3345
H -6.976 -0.576 -0.433  0.3813

Q: Which formula does entry 8 have?
A: C16H32BrFN5O3P